The following is a quantum chemistry calculation of a molecular structure, C2H2Br3N in a non-equilibrium geometry, from the Open Molecules 2025 dataset.

Last column: natural (NBO) charge in e.
Cartesian coordinates (Å):
C 0.80 0.09 -0.01  0.05
C 2.32 0.04 -0.05  -0.31
N 0.09 -0.90 0.21  -0.57
Br 3.07 -1.80 -0.07  0.09
Br 2.94 0.82 1.68  0.08
Br 3.06 0.98 -1.59  0.12
H 0.55 1.11 -0.06  0.17
H -0.91 -0.88 0.19  0.37

The value obtained for the energy above the lowest of the compared OMol25 structures with the same formula, charge and spin is 0.0 kcal per mole. The calculation puts the gap between HOMO and LUMO at 0.36911 Ha. Its max |F| is 1.94 eV/Å.

---

The following is a quantum chemistry calculation of 12 unconnected molecules or ions with the total composition C23H70N4O12 in a non-equilibrium geometry, from the Open Molecules 2025 dataset.

Last column: Löwdin charge in e.
Cartesian coordinates (Å):
N -3.99 0.76 -2.26  0.11
C -4.46 2.03 -1.61  -0.53
N -4.51 2.09 -0.17  0.13
O -4.60 2.99 -2.35  0.01
H -4.44 0.74 -3.16  0.07
H -4.11 -0.15 -1.80  0.07
H -4.73 2.99 0.25  0.09
H -3.72 1.67 0.30  0.05
N 0.49 1.89 4.20  0.16
C -0.18 2.00 5.42  -0.55
N -0.02 3.18 6.21  0.13
O -0.86 1.06 5.89  -0.02
H 1.07 2.63 3.85  0.08
H 0.60 0.95 3.82  0.08
H 0.23 4.08 5.83  0.09
H -0.30 3.16 7.19  0.10
C -0.18 6.73 -1.84  -0.07
C -1.55 6.28 -2.18  -0.55
C -1.93 4.98 -1.57  -0.06
O -2.52 7.23 -1.76  -0.04
H -0.01 7.76 -2.19  0.09
H 0.45 5.95 -2.28  0.08
H -0.03 6.77 -0.76  0.08
H -1.57 6.19 -3.26  0.14
H -2.00 5.06 -0.49  0.09
H -1.31 4.15 -1.86  0.07
H -2.95 4.73 -1.88  0.06
H -3.24 7.19 -2.41  0.10
C -0.39 -2.02 -5.59  -0.06
C -0.39 -0.55 -5.85  -0.50
C -0.15 0.24 -4.58  -0.05
O 0.69 -0.15 -6.77  -0.07
H -0.36 -2.42 -6.60  0.08
H -1.19 -2.34 -4.91  0.08
H 0.56 -2.26 -5.15  0.08
H -1.32 -0.25 -6.36  0.14
H -0.09 1.30 -4.81  0.08
H 0.85 -0.06 -4.24  0.08
H -0.85 -0.01 -3.80  0.06
H 0.43 -0.68 -7.56  0.09
C 1.62 -5.15 5.04  -0.05
C 2.02 -4.12 3.99  -0.46
C 1.12 -4.14 2.77  -0.05
O 2.04 -2.74 4.48  -0.07
H 2.36 -5.12 5.84  0.07
H 1.54 -6.16 4.62  0.09
H 0.69 -4.74 5.46  0.09
H 3.05 -4.37 3.66  0.14
H 1.22 -5.05 2.21  0.08
H 1.41 -3.28 2.18  0.06
H 0.05 -3.90 2.95  0.10
H 2.80 -2.65 5.05  0.08
C -0.76 1.27 0.12  -0.04
C -1.37 -0.14 -0.05  -0.46
C -0.44 -1.11 0.57  -0.07
O -2.73 -0.24 0.51  -0.10
H -1.39 1.98 -0.41  0.05
H 0.25 1.24 -0.34  0.08
H -0.73 1.57 1.17  0.08
H -1.41 -0.33 -1.13  0.11
H 0.57 -1.17 0.15  0.07
H -0.80 -2.16 0.42  0.08
H -0.38 -0.91 1.64  0.07
H -2.65 -0.50 1.47  0.03
C 2.79 3.86 -0.70  -0.07
C 3.66 3.85 0.50  -0.49
C 2.89 4.13 1.70  -0.07
O 4.25 2.50 0.55  -0.06
H 2.29 4.81 -0.85  0.07
H 2.15 2.98 -0.62  0.08
H 3.31 3.70 -1.63  0.08
H 4.41 4.65 0.36  0.14
H 2.41 5.11 1.58  0.10
H 3.53 4.19 2.58  0.09
H 2.15 3.38 1.97  0.07
H 4.77 2.33 -0.24  0.07
C 3.58 -1.10 0.72  -0.05
C 3.35 -1.82 -0.59  -0.54
C 3.50 -0.94 -1.84  -0.06
O 4.24 -2.90 -0.66  -0.05
H 3.07 -0.14 0.76  0.07
H 4.67 -0.90 0.81  0.09
H 3.29 -1.86 1.44  0.07
H 2.35 -2.30 -0.60  0.13
H 2.72 -0.15 -1.82  0.07
H 3.36 -1.53 -2.78  0.09
H 4.48 -0.46 -1.92  0.08
H 5.11 -2.56 -0.86  0.09
C -0.83 -5.86 -1.72  -0.06
C -1.70 -4.70 -1.31  -0.52
C -1.48 -3.52 -2.17  -0.08
O -3.07 -5.16 -1.47  -0.07
H 0.18 -5.43 -1.67  0.09
H -1.00 -6.20 -2.74  0.08
H -1.04 -6.68 -1.02  0.09
H -1.58 -4.41 -0.27  0.12
H -2.23 -2.78 -1.87  0.08
H -1.68 -3.79 -3.22  0.08
H -0.49 -3.05 -2.10  0.08
H -3.51 -5.01 -0.63  0.04
O -3.88 -3.91 1.02  -0.03
H -3.15 -3.48 1.46  0.02
H -4.26 -3.30 0.39  0.06
O -2.63 -0.96 3.12  -0.07
H -3.32 -0.55 3.65  0.06
H -1.79 -1.10 3.66  0.03
O -0.22 -0.90 4.24  -0.09
H 0.40 -1.59 4.51  0.04
H -0.59 -0.42 5.01  0.02

The value obtained for the energy above the lowest of the compared OMol25 structures with the same formula, charge and spin is 0.0 kcal per mole. Its structure (SMILES) is NC(N)=O.NC(N)=O.CC(C)O.CC(C)O.CC(C)O.CC(C)O.CC(C)O.CC(C)O.CC(C)O.O.O.O. The calculation puts the gap between HOMO and LUMO at 0.36485 Ha. Its max |F| is 2.59 eV/Å.

---

The following is a quantum chemistry calculation of 8 unconnected molecules or ions with the total composition C22H38Cl9FO11S4 in a non-equilibrium geometry, from the Open Molecules 2025 dataset.

Last column: Löwdin charge in e.
Cartesian coordinates (Å):
O 2.74 0.87 1.88  0.12
C 3.15 0.19 0.97  -0.57
O 2.54 -0.72 0.20  0.05
C 3.48 -1.44 -0.54  -0.06
C 4.74 -0.63 -0.36  -0.28
F 4.93 0.23 -1.44  0.03
O 4.46 0.17 0.73  0.14
H 3.53 -2.39 -0.05  0.13
H 3.12 -1.47 -1.61  0.15
H 5.77 -1.16 -0.25  0.20
O -1.69 7.44 -2.22  -0.33
S -1.20 6.06 -2.22  0.70
O -0.54 5.46 -3.38  -0.34
C -0.12 5.84 -0.81  -0.26
C -1.02 5.81 0.42  -0.21
C -2.03 4.72 0.00  -0.21
C -2.44 5.01 -1.47  -0.22
H 0.68 6.62 -0.86  0.13
H 0.38 4.91 -0.86  0.08
H -0.28 5.56 1.22  0.10
H -1.50 6.77 0.57  0.12
H -2.96 4.66 0.63  0.13
H -1.63 3.73 0.09  0.05
H -3.42 5.59 -1.57  0.13
H -2.57 4.07 -2.02  0.08
O 1.23 -4.78 0.20  -0.34
S 0.23 -5.37 1.05  0.69
O -0.53 -4.45 1.99  -0.37
C -0.98 -6.35 0.12  -0.22
C -1.06 -7.72 0.81  -0.19
C -0.46 -7.50 2.27  -0.23
C 0.80 -6.74 2.05  -0.28
H -0.81 -6.39 -0.92  0.08
H -1.98 -5.84 0.29  0.12
H -2.11 -8.06 1.02  0.13
H -0.47 -8.43 0.25  0.11
H -0.19 -8.47 2.74  0.12
H -1.21 -6.93 2.85  0.12
H 1.59 -7.39 1.54  0.15
H 1.22 -6.38 2.96  0.06
O 1.93 -0.01 -3.01  -0.34
S 2.16 0.74 -4.24  0.67
O 2.80 0.06 -5.36  -0.33
C 0.59 1.35 -4.77  -0.20
C 0.43 2.42 -3.64  -0.22
C 1.75 3.27 -3.73  -0.16
C 2.89 2.23 -3.70  -0.21
H -0.08 0.48 -4.64  0.11
H 0.63 1.81 -5.76  0.11
H -0.53 2.90 -3.69  0.09
H 0.37 1.90 -2.68  0.08
H 1.52 3.92 -2.87  0.10
H 1.76 3.91 -4.62  0.12
H 3.11 1.97 -2.70  0.08
H 3.82 2.42 -4.13  0.10
O -2.12 1.81 -1.37  -0.29
S -1.94 0.88 -0.32  0.66
O -2.06 1.38 1.04  -0.37
C -2.96 -0.54 -0.50  -0.27
C -2.04 -1.67 -0.69  -0.24
C -0.68 -1.19 -1.14  -0.20
C -0.38 0.05 -0.36  -0.23
H -3.50 -0.31 -1.45  0.13
H -3.65 -0.62 0.34  0.05
H -1.91 -2.21 0.31  0.12
H -2.57 -2.33 -1.40  0.12
H -0.79 -0.94 -2.21  0.13
H -0.02 -1.94 -0.79  0.10
H 0.41 0.69 -0.80  0.11
H -0.07 -0.14 0.65  0.10
Cl -3.61 -1.66 2.67  0.57
C -2.92 -0.58 3.91  -1.57
Cl -1.57 -1.37 4.69  0.55
Cl -4.10 0.03 5.01  0.58
H -2.43 0.14 3.28  -0.03
Cl -3.09 4.93 4.09  0.56
C -1.45 4.53 4.45  -1.54
Cl -0.40 5.96 4.38  0.53
Cl -0.97 3.16 3.39  0.54
H -1.40 4.07 5.42  0.01
Cl 3.11 -4.24 3.21  0.51
C 1.80 -3.35 4.08  -1.46
Cl 2.01 -1.59 3.84  0.55
Cl 1.95 -3.72 5.83  0.49
H 0.81 -3.71 3.71  0.00

Its structure (SMILES) is O=C1OC[C@@H](F)O1.O=S1(=O)CCCC1.O=S1(=O)CCCC1.O=S1(=O)CCCC1.O=S1(=O)CCCC1.ClC(Cl)Cl.ClC(Cl)Cl.ClC(Cl)Cl. The calculation puts the gap between HOMO and LUMO at 0.37315 Ha. Its max |F| is 3.48 eV/Å.

---

The following is a quantum chemistry calculation of a molecular structure, C32H26Cl3FeGeN11O2 in a non-equilibrium geometry, from the Open Molecules 2025 dataset.

Last column: Mulliken spin population.
Cartesian coordinates (Å):
Fe -2.44 7.00 20.76  3.13
O -3.12 6.96 24.71  0.03
C -3.00 6.69 23.50  0.02
N -2.40 7.50 22.59  -0.14
C -2.14 8.89 22.89  -0.01
C -2.96 9.70 21.95  0.01
C -3.47 10.99 22.21  -0.01
C -4.52 11.49 21.42  0.01
C -4.99 10.69 20.35  -0.01
C -4.27 9.56 20.02  0.01
N -3.38 9.02 20.87  -0.02
C -3.71 5.53 22.95  0.00
C -4.23 4.50 23.70  0.00
C -4.75 3.34 23.11  0.01
C -4.96 3.38 21.73  0.00
C -4.49 4.45 21.00  0.01
N -3.79 5.48 21.57  0.00
H -1.04 9.09 22.78  0.00
H -2.36 9.08 23.95  -0.01
H -3.20 11.46 23.15  0.00
H -5.18 12.36 21.74  0.00
H -5.90 10.99 19.84  0.00
H -4.37 9.09 19.05  -0.01
H -4.30 4.70 24.77  0.00
H -4.88 2.44 23.68  0.00
H -5.62 2.68 21.21  0.00
H -4.70 4.49 19.94  0.00
C 2.77 4.88 20.22  0.00
N 1.36 5.08 20.31  0.00
C 0.55 6.16 20.52  0.01
N -0.72 5.80 20.59  -0.03
C -0.67 4.42 20.53  0.02
N 0.53 3.98 20.42  0.00
C 3.10 4.24 18.87  0.00
C 4.49 3.88 18.67  0.00
C 4.90 3.08 17.59  0.00
C 3.88 2.70 16.63  0.00
C 2.60 3.13 16.76  0.00
C 2.22 3.87 17.92  0.00
C 1.50 2.56 16.04  0.00
N 1.46 1.60 15.12  0.00
N 0.15 1.46 14.73  0.00
C -0.54 2.45 15.27  0.00
O 0.21 3.08 16.21  0.00
C -1.94 2.80 15.08  0.00
C -2.89 1.92 14.55  0.00
C -4.18 2.41 14.33  0.00
C -4.50 3.74 14.64  0.00
C -3.49 4.63 15.12  0.00
C -3.92 6.08 15.38  0.00
N -3.27 6.65 16.60  0.00
C -3.37 6.24 17.91  0.02
N -2.56 6.99 18.66  -0.08
C -1.94 7.87 17.78  0.01
N -2.46 7.78 16.58  0.00
C -2.23 4.10 15.39  0.00
H 3.15 4.24 21.04  0.00
H 3.30 5.81 20.33  0.00
H 0.87 7.19 20.65  0.01
H -1.54 3.79 20.49  0.00
H 5.24 4.24 19.39  0.00
H 5.94 2.83 17.49  0.00
H 4.14 2.04 15.82  0.00
H 1.15 4.02 18.12  0.00
H -2.55 0.90 14.25  0.00
H -4.97 1.75 13.94  0.00
H -5.53 4.15 14.47  0.00
H -4.99 6.05 15.58  0.00
H -3.67 6.80 14.61  0.00
H -3.88 5.33 18.21  0.00
H -1.32 8.69 18.07  0.00
H -1.51 4.79 15.85  0.00
Cl -6.43 8.21 17.10  0.15
Ge -7.84 6.68 17.89  0.55
Cl -8.61 6.82 19.99  0.17
Cl -6.66 4.73 17.88  0.12

Its net charge is +2. The calculation puts the gap between HOMO and LUMO (spin up / spin down) at 0.15246 / 0.16044 Ha. Its max |F| is 4.73 eV/Å. Its spin multiplicity is 5. Its expectation value of S² is 6.125.

---

Question: Among the records above, which one has the lowest max |F|?
Answer: C2H2Br3N

---

Question: Among the records above, which one has the lowest max |F|?
Answer: C2H2Br3N

---

Question: Which of these has the lowest max |F|?
Answer: C2H2Br3N

---

Question: The highest max |F| belongs to which entry?
Answer: C32H26Cl3FeGeN11O2